# C5H6N

An isolated ion of composition C5H6N and charge +1 (ωB97M-V/def2-TZVPD, OMol25).

**Charge**: +1
**F_max**: 3.3 eV/A
**M**: 80.11 g/mol
**HOMO-LUMO gap (spin up / spin down)**: 7.33 / 8.12 eV
**E_HOMO (spin up / spin down)**: -14.38 / -14.61 eV
**E_LUMO (spin up / spin down)**: -0.2590 / -0.2388 hartree
**Relative energy (zero: lowest compared OMol25 entry of this formula, charge and spin)**: 727.8 kJ/mol

Geometry (Å):
C1 2.154 -0.379 0.043
C2 1.265 0.760 0.258
C3 0.940 -0.829 -0.383
C4 -1.461 -0.813 0.026
C5 -1.112 0.596 -0.356
N1 0.320 0.474 -0.691
H1 3.041 -0.717 0.538
H2 1.169 1.496 1.054
H3 -1.294 -1.571 -0.650
H4 -1.874 -1.143 0.926
H5 -1.814 0.923 -1.219
H6 -1.334 1.203 0.453